1.
A 2-piece molecular cluster, C4H14NO2 overall in a non-equilibrium geometry. Source: the Open Molecules 2025 dataset; level of theory: ωB97M-V with the def2-TZVPD basis set.

Results
ΔE to the lowest compared entry with this formula, charge and spin = 15.1 kcal per mole
Orbital gap = 12.180 eV
E_HOMO = -14.95 eV
LUMO level = -2.77 eV
Net charge = +1

Each line ends with the natural charge from an NBO analysis.
Atoms and positions in Å:
O1 1.3310 1.5634 1.8548  -0.7378
C1 0.2020 0.7228 1.9366  -0.0864
C2 0.2674 -0.3582 0.8532  -0.0542
N1 0.6435 0.3795 -0.4255  -0.5202
C3 1.1983 -0.4855 -1.5144  -0.4074
C4 -1.0041 -1.1138 0.6365  -0.6550
H1 2.0093 1.3531 2.5026  0.5018
H2 0.1527 0.1990 2.8947  0.2084
H3 -0.6784 1.3546 1.8335  0.1948
H4 1.1433 -0.9678 1.0648  0.2139
H5 1.2779 1.1305 -0.1466  0.4545
H6 -0.2505 0.7754 -0.7435  0.4517
H7 1.5406 0.1568 -2.3148  0.2384
H8 2.0345 -1.0168 -1.0921  0.2254
H9 0.4157 -1.1764 -1.8126  0.2314
H10 -1.2825 -1.6345 1.5478  0.2529
H11 -0.8523 -1.8971 -0.1123  0.2293
H12 -1.8496 -0.5375 0.2821  0.2467
H13 -1.9916 -0.0810 -2.9253  0.4959
H14 -2.3676 1.2466 -2.2383  0.4952
O2 -1.9395 0.3869 -2.0813  -0.9792


2.
C19H21IN2O3SZn as an isolated structure in a non-equilibrium geometry. Source: the Open Molecules 2025 dataset; level of theory: ωB97M-V with the def2-TZVPD basis set.

Results
ΔE to the lowest compared entry with this formula, charge and spin = 0.0 kcal per mole
Orbital gap (spin up / spin down) = 5.416 / 5.762 eV
E_HOMO (spin up / spin down) = -8.63 / -8.63 eV
LUMO level (spin up / spin down) = -3.21 / -2.86 eV
Net charge = 0

Each line ends with the natural charge from an NBO analysis.
Atoms and positions in Å:
C1 -2.1390 -2.6444 0.3264  -0.8975
C2 -3.4713 0.7957 0.3496  -0.8107
H1 -2.7639 -3.3867 -0.1815  0.2204
H2 -2.7116 -2.2578 1.1930  0.1958
H3 -1.2083 -3.0441 0.7422  0.2202
H4 -3.9975 1.5826 -0.1993  0.2260
H5 -4.2205 -0.0046 0.5756  0.2117
H6 -3.0026 1.1601 1.2735  0.2324
C3 -0.2797 -1.7762 -2.9868  0.0564
C4 0.4654 -1.8469 -4.1723  -0.2394
C5 0.7873 -0.6508 -4.8186  -0.1754
C6 0.3652 0.5529 -4.2553  -0.2094
H7 -0.6303 -2.6656 -2.4762  0.1991
H8 0.7578 -2.8194 -4.5512  0.2216
H9 1.3547 -0.6507 -5.7534  0.2227
H10 0.5515 1.5062 -4.7393  0.2108
N1 -0.6492 -0.6189 -2.4711  -0.4387
C7 -0.3310 0.5461 -3.0259  0.1729
C8 -0.7294 1.8001 -2.3353  0.1911
N2 -1.4762 1.7099 -1.2281  -0.4392
C9 -1.7834 2.7981 -0.5444  0.0892
C10 -0.7015 4.2273 -2.1192  -0.1500
C11 -1.4585 4.0870 -0.9613  -0.2516
H11 -2.3464 2.6797 0.3745  0.2060
H12 -1.8187 4.9023 -0.3437  0.2253
C12 -0.3167 3.0711 -2.8032  -0.2155
H13 0.2988 3.1120 -3.6920  0.2162
H14 -0.4108 5.2071 -2.4719  0.2226
Zn1 -2.2750 -0.7210 -0.2926  1.5795
I1 -3.8699 -1.2102 -2.4201  -0.3977
C13 3.6016 -2.2429 5.1492  -0.6289
C14 2.8526 -1.5359 4.0521  -0.0138
C15 3.1997 -0.2281 3.6854  -0.2194
C16 2.5142 0.4270 2.6629  -0.1944
C17 1.4746 -0.2302 2.0049  -0.2501
C18 1.1182 -1.5306 2.3598  -0.2038
C19 1.8075 -2.1781 3.3828  -0.2254
S1 0.5052 0.6361 0.7725  2.3968
O1 -0.4285 1.4615 1.5346  -1.0031
O2 1.4666 1.3012 -0.0801  -0.9738
O3 -0.1375 -0.5238 0.0887  -1.0931
H15 4.6372 -2.4619 4.8491  0.2202
H16 3.6500 -1.6266 6.0581  0.2186
H17 3.1122 -3.1926 5.3985  0.2127
H18 4.0119 0.2730 4.2127  0.2100
H19 2.7870 1.4386 2.3728  0.2313
H20 0.3148 -2.0345 1.8394  0.2152
H21 1.5236 -3.1928 3.6646  0.2062


3.
One molecule with the formula C17H25Cl3N2O2. Source: the Open Molecules 2025 dataset; level of theory: ωB97M-V with the def2-TZVPD basis set.

Results
SMILES = CCCCCCCC(=O)N[C@H](Nc1ccccc1OC)C(Cl)(Cl)Cl
ΔE to the lowest compared entry with this formula, charge and spin = 3.3 kcal per mole
Orbital gap = 8.468 eV
E_HOMO = -7.99 eV
LUMO level = 0.48 eV
Net charge = 0

Each line ends with the natural charge from an NBO analysis.
Atoms and positions in Å:
C1 -6.1887 -1.8597 -1.0362  -0.5988
C2 -5.6133 -1.0155 0.0945  -0.3960
C3 -5.1796 0.3620 -0.4020  -0.3990
C4 -4.7245 1.2992 0.7173  -0.3937
C5 -3.5077 0.8169 1.5105  -0.3942
C6 -2.2628 0.5304 0.6701  -0.3887
C7 -1.7651 1.7624 -0.0953  -0.4979
C8 -0.4760 1.4234 -0.8061  0.7061
O1 -0.4053 1.0736 -1.9606  -0.6167
N1 0.6288 1.5148 -0.0092  -0.6356
C9 1.9378 1.1744 -0.4881  0.0267
N2 2.5265 0.1377 0.2948  -0.6368
C10 3.3968 -0.7940 -0.2847  0.1994
C11 3.1095 -1.4307 -1.4816  -0.2562
C12 3.9768 -2.3799 -1.9976  -0.2162
C13 5.1306 -2.7058 -1.3141  -0.2266
C14 5.4266 -2.0890 -0.1066  -0.2779
C15 4.5704 -1.1349 0.4140  0.2440
O2 4.7681 -0.4540 1.5908  -0.5177
C16 5.9454 -0.7055 2.3161  -0.2464
C17 2.8232 2.4549 -0.5068  -0.0933
Cl1 4.4223 2.0769 -1.1722  0.0355
Cl2 2.0600 3.7213 -1.4880  0.0324
Cl3 3.0255 3.0655 1.1519  -0.0058
H1 -5.4499 -1.9957 -1.8231  0.2027
H2 -7.0622 -1.3764 -1.4686  0.2000
H3 -6.4852 -2.8403 -0.6709  0.2073
H4 -4.7598 -1.5389 0.5287  0.1928
H5 -6.3658 -0.8962 0.8779  0.1931
H6 -4.3836 0.2462 -1.1393  0.1963
H7 -6.0257 0.8304 -0.9117  0.2023
H8 -5.5513 1.4327 1.4199  0.2028
H9 -4.5076 2.2786 0.2863  0.1985
H10 -3.2633 1.5799 2.2545  0.1989
H11 -3.7707 -0.0923 2.0538  0.2053
H12 -2.4682 -0.2685 -0.0425  0.2102
H13 -1.4701 0.1776 1.3352  0.2050
H14 -1.6104 2.5944 0.5937  0.2086
H15 -2.4974 2.0519 -0.8477  0.2339
H16 0.5402 1.7892 0.9562  0.4039
H17 1.8049 0.8419 -1.5260  0.2693
H18 2.8788 0.4580 1.1904  0.4016
H19 2.1995 -1.1905 -2.0092  0.2195
H20 3.7428 -2.8637 -2.9331  0.2149
H21 5.8108 -3.4435 -1.7111  0.2130
H22 6.3337 -2.3559 0.4121  0.2172
H23 5.9033 -0.0467 3.1823  0.2001
H24 5.9943 -1.7454 2.6545  0.1773
H25 6.8375 -0.4712 1.7266  0.1789


4.
One molecule with the formula C5H8O in a non-equilibrium geometry. Source: the Open Molecules 2025 dataset; level of theory: ωB97M-V with the def2-TZVPD basis set.

Results
SMILES = C[C@H]1O[C@H]2C[C@H]21
ΔE to the lowest compared entry with this formula, charge and spin = 58.6 kcal per mole
Orbital gap = 10.025 eV
E_HOMO = -8.87 eV
LUMO level = 1.15 eV
Net charge = 0

Each line ends with the natural charge from an NBO analysis.
Atoms and positions in Å:
C1 0.4631 1.7173 -0.3137  -0.6368
C2 0.3094 0.2996 -0.8062  0.1135
O1 1.3902 -0.5648 -0.0630  -0.5343
C3 0.3453 -1.4039 0.3401  0.1141
C4 -0.7697 -0.7970 1.1025  -0.4476
C5 -0.7904 -0.6365 -0.3781  -0.3130
H1 1.5000 1.9931 -0.5256  0.2273
H2 0.3033 1.7862 0.7659  0.2132
H3 -0.1965 2.4356 -0.8134  0.2157
H4 0.4666 0.2279 -1.8883  0.1932
H5 0.5095 -2.4775 0.3830  0.1904
H6 -1.4641 -1.5411 1.4722  0.2248
H7 -0.6224 0.0617 1.7466  0.2138
H8 -1.4748 -1.1048 -1.0773  0.2256


5.
An isolated ion of composition C6H9Cl2N2O and charge +1 in a non-equilibrium geometry. Source: the Open Molecules 2025 dataset; level of theory: ωB97M-V with the def2-TZVPD basis set.

Results
SMILES = C/C(O)=C/N/C=[NH+]\C=C(Cl)Cl
ΔE to the lowest compared entry with this formula, charge and spin = 66.3 kcal per mole
Orbital gap = 8.706 eV
E_HOMO = -12.83 eV
LUMO level = -4.12 eV
Net charge = +1

Each line ends with the natural charge from an NBO analysis.
Atoms and positions in Å:
C1 0.0749 0.2187 -2.3438  -0.7097
C2 0.2464 0.2777 -0.9077  0.3748
O1 1.4204 -0.2993 -0.4463  -0.6537
C3 -0.5331 1.0303 -0.1088  -0.2003
N1 -0.4564 1.0937 1.2965  -0.4799
C4 -0.1001 0.2182 2.1714  0.3349
N2 0.0877 -1.0647 1.9224  -0.5541
C5 -0.5120 -1.8238 0.9406  -0.0925
C6 -1.7560 -1.7770 0.4499  -0.1474
Cl1 -2.9339 -0.6879 1.0008  0.0874
Cl2 -2.1966 -2.8061 -0.7664  0.1456
H1 0.5822 -0.6600 -2.8287  0.2625
H2 0.3978 1.0029 -2.9826  0.2682
H3 -0.8982 -0.0815 -2.6383  0.2503
H4 1.6984 0.0520 0.3968  0.4788
H5 -1.4927 1.5971 -0.4907  0.2580
H6 -0.5642 2.0821 1.6837  0.4486
H7 -0.0350 0.6256 3.1265  0.2277
H8 0.8512 -1.5644 2.4304  0.4500
H9 0.1231 -2.7201 0.7473  0.2507


6.
One molecule with the formula C11H12N2O in a non-equilibrium geometry. Source: the Open Molecules 2025 dataset; level of theory: ωB97M-V with the def2-TZVPD basis set.

Results
SMILES = COC1=CC=C[C@@H]2C[C@]12n1ccnc1
ΔE to the lowest compared entry with this formula, charge and spin = 96.6 kcal per mole
Orbital gap = 8.806 eV
E_HOMO = -8.04 eV
LUMO level = 0.76 eV
Net charge = 0

Each line ends with the natural charge from an NBO analysis.
Atoms and positions in Å:
C1 3.1303 -1.0322 -0.1684  -0.2689
O1 1.9352 -0.3793 0.2444  -0.5015
C2 0.9036 -0.3122 -0.6663  0.3871
C3 0.8330 -0.5252 -2.0449  -0.3712
C4 -0.3745 -0.5369 -2.7883  -0.2342
C5 -1.5141 -0.1997 -2.2419  -0.1813
C6 -1.6181 0.3147 -0.8973  -0.2467
C7 -0.8546 1.5998 -0.6118  -0.3925
C8 -0.3665 0.3050 -0.0291  0.0642
N1 -0.5780 0.2751 1.3997  -0.3402
C9 -1.5031 -0.4797 2.1020  -0.1008
C10 -1.3906 -0.0708 3.4181  -0.0793
N2 -0.5011 0.9049 3.5169  -0.4653
C11 -0.0022 1.1553 2.3200  0.1615
H1 3.9637 -0.2466 -0.1095  0.1960
H2 3.1386 -1.3867 -1.3249  0.1925
H3 3.2235 -1.8326 0.6475  0.2123
H4 1.7864 -0.8543 -2.4695  0.2129
H5 -0.4852 -0.9545 -3.7710  0.2226
H6 -2.4376 -0.4967 -2.7716  0.2149
H7 -2.5611 0.2217 -0.3886  0.2385
H8 -0.1459 1.9903 -1.4337  0.2279
H9 -1.2682 2.2959 0.0477  0.2303
H10 -2.1718 -1.0487 1.6086  0.2049
H11 -1.9487 -0.5392 4.3324  0.2089
H12 0.8070 1.8326 2.0794  0.2075


7.
A 2-piece molecular cluster, C9H16OP overall in a non-equilibrium geometry. Source: the Open Molecules 2025 dataset; level of theory: ωB97M-V with the def2-TZVPD basis set.

Results
ΔE to the lowest compared entry with this formula, charge and spin = 51.2 kcal per mole
Orbital gap (spin up / spin down) = 4.183 / 4.183 eV
E_HOMO (spin up / spin down) = -10.90 / -10.90 eV
LUMO level (spin up / spin down) = -6.72 / -6.72 eV
Net charge = +1

Each line ends with the natural charge from an NBO analysis.
Atoms and positions in Å:
C1 1.3739 0.3352 -1.4954  -0.5599
C2 0.9265 -0.1335 0.9808  -0.5099
C3 1.3608 -0.9962 -1.1916  0.0086
C4 1.1579 -1.2837 0.2353  -0.0310
C5 1.8188 -2.0350 -2.2296  -0.6365
C6 1.2697 -2.6369 0.7771  -0.6589
C7 -3.0692 0.1480 0.6058  -0.3158
C8 1.7029 2.7202 0.2408  -0.9240
C9 -3.7398 2.4085 1.1474  0.4114
O1 -3.0328 1.5257 0.5633  -0.2934
P1 0.6477 1.2412 -0.1974  0.7747
H1 1.3337 0.6341 -2.5495  0.2384
H2 0.5896 0.0425 1.9234  0.2085
H3 0.9617 -2.2678 -2.7672  0.2207
H4 2.0956 -2.9700 -1.8040  0.2196
H5 2.6381 -1.7432 -2.7805  0.2316
H6 0.5053 -2.5459 1.6119  0.2199
H7 2.3208 -2.9773 1.1586  0.2501
H8 0.8821 -3.4686 0.1497  0.2276
H9 -2.3218 -0.3262 -0.0860  0.2729
H10 -4.1279 -0.1285 0.2868  0.2221
H11 -2.9912 -0.3991 1.5389  0.2545
H12 1.5740 3.1274 1.3062  0.2453
H13 1.4619 3.5553 -0.4281  0.2416
H14 2.7714 2.3807 0.1685  0.2480
H15 -4.7010 2.3074 1.6599  0.2065
H16 -3.4088 3.4859 1.1747  0.2277


8.
C43H43N5O5P2Tl as an isolated structure. Source: the Open Molecules 2025 dataset; level of theory: ωB97M-V with the def2-TZVPD basis set.

Results
Orbital gap = 7.453 eV
E_HOMO = -9.62 eV
LUMO level = -2.16 eV
Net charge = +1

Each line ends with the natural charge from an NBO analysis.
Atoms and positions in Å:
Tl1 -0.0988 0.3678 -1.6221  0.7476
N1 2.0703 0.3600 0.0394  -0.8754
C1 2.6406 1.6440 -0.3799  -0.1762
C2 4.0510 1.8601 0.1968  -0.3922
C3 4.9182 3.0225 -0.3127  -0.4107
C4 4.9122 3.2668 -1.8221  -0.2306
N2 3.6680 3.9493 -2.1414  -0.5947
C5 3.0314 3.9338 -3.2856  0.6748
N3 3.6309 3.5432 -4.4260  -0.7877
N4 1.7406 4.2873 -3.2975  -0.7787
C6 1.5785 2.7395 -0.0653  0.7892
O1 1.8936 3.9479 -0.2431  -0.7726
O2 0.4655 2.3322 0.2977  -0.7366
H1 1.6714 0.4547 0.9690  0.4004
H2 2.7710 -0.3736 0.0467  0.3705
H3 2.7221 1.6115 -1.4781  0.1854
H4 4.5989 0.9307 0.0055  0.1951
H5 3.9656 1.9565 1.2821  0.2216
H6 5.9467 2.8309 -0.0051  0.2255
H7 4.6127 3.9504 0.1733  0.2277
H8 4.9899 2.3253 -2.3781  0.1915
H9 5.7671 3.8916 -2.0915  0.2099
H10 3.0344 4.0966 -1.2953  0.4628
H11 4.6328 3.4702 -4.4497  0.4172
H12 3.1580 3.6411 -5.3072  0.4131
H13 1.2777 4.4575 -2.4131  0.4511
H14 1.2208 4.3889 -4.1498  0.4116
O3 -0.3817 -0.7412 2.3062  -0.6259
C7 -1.3600 -0.2848 1.7650  0.7855
O4 -1.8496 -0.7239 0.6012  -0.4150
C8 -2.1687 0.8455 2.3070  -0.0725
C9 -2.3133 0.9029 3.6875  -0.1746
C10 -2.9829 1.9592 4.2809  -0.2034
C11 -3.4715 2.9847 3.4873  -0.1863
C12 -3.3071 2.9417 2.1106  -0.2009
C13 -2.6740 1.8668 1.4916  -0.3204
P1 -2.4685 1.8138 -0.3304  0.8539
C14 -4.0097 0.9815 -0.8665  -0.3585
C15 -3.9891 0.3400 -2.1035  -0.1390
C16 -5.1101 -0.3203 -2.5829  -0.2288
C17 -6.2665 -0.3589 -1.8176  -0.2008
C18 -6.2961 0.2702 -0.5813  -0.1914
C19 -5.1762 0.9386 -0.1088  -0.2038
C20 -2.7270 3.5462 -0.8536  -0.3804
C21 -1.8288 4.5184 -0.4024  -0.2069
C22 -1.8901 5.8123 -0.8932  -0.2179
C23 -2.8349 6.1514 -1.8546  -0.2085
C24 -3.7186 5.1895 -2.3189  -0.2307
C25 -3.6646 3.8925 -1.8244  -0.1476
H15 -1.8931 0.1054 4.2857  0.2279
H16 -3.1144 1.9849 5.3539  0.2222
H17 -3.9752 3.8299 3.9379  0.2224
H18 -3.6815 3.7584 1.5080  0.2295
H19 -3.0842 0.3574 -2.7023  0.1981
H20 -5.0805 -0.8085 -3.5481  0.2160
H21 -7.1412 -0.8816 -2.1814  0.2188
H22 -7.1965 0.2430 0.0179  0.2180
H23 -5.2140 1.4251 0.8571  0.2226
H24 -1.0702 4.2479 0.3227  0.2505
H25 -1.1941 6.5563 -0.5280  0.2192
H26 -2.8842 7.1631 -2.2356  0.2168
H27 -4.4609 5.4486 -3.0622  0.2175
H28 -4.3678 3.1537 -2.1863  0.2152
O5 -1.0044 -2.8781 0.4211  -0.7227
N5 -1.0212 -1.5417 -0.2203  -0.2881
C26 -0.5315 -7.9427 -0.2159  -0.1717
C27 -1.4608 -6.9647 -0.5343  -0.2049
C28 -1.2409 -5.6452 -0.1651  -0.1607
C29 -0.0859 -5.3150 0.5374  -0.4567
C30 0.8503 -6.3004 0.8569  -0.1227
C31 0.6244 -7.6124 0.4811  -0.2264
P2 0.3117 -3.5992 0.8794  1.9646
C32 1.6438 -3.1465 -0.2393  -0.4217
C33 1.3019 -2.8592 -1.5613  -0.1667
C34 2.2954 -2.5908 -2.4872  -0.2017
C35 3.6311 -2.6221 -2.1052  -0.2032
C36 3.9756 -2.9353 -0.7985  -0.1675
C37 2.9838 -3.2004 0.1368  -0.2106
C38 0.8773 -3.4902 2.5689  -0.4905
C39 1.7185 -2.4553 2.9835  -0.0599
C40 2.1152 -2.3784 4.3043  -0.2377
C41 1.6723 -3.3270 5.2184  -0.1561
C42 0.8292 -4.3505 4.8157  -0.2168
C43 0.4250 -4.4327 3.4923  -0.1503
H29 -0.7066 -8.9680 -0.5121  0.2262
H30 -2.3590 -7.2279 -1.0755  0.2275
H31 -1.9604 -4.8762 -0.4077  0.2459
H32 1.7512 -6.0418 1.4005  0.2133
H33 1.3472 -8.3779 0.7274  0.2263
H34 0.2613 -2.8497 -1.8598  0.2458
H35 2.0292 -2.3669 -3.5115  0.2269
H36 4.4065 -2.4208 -2.8327  0.2229
H37 5.0158 -2.9823 -0.5056  0.2188
H38 3.2575 -3.4503 1.1524  0.2323
H39 2.0438 -1.7071 2.2767  0.2132
H40 2.7539 -1.5689 4.6290  0.2257
H41 1.9830 -3.2617 6.2523  0.2262
H42 0.4827 -5.0831 5.5311  0.2288
H43 -0.2413 -5.2257 3.1813  0.2315